1.
C50H91F18N16O2P3 | ωB97M-V/def2-TZVPD

Output
- net charge = +4
- E_tot (eV) = -158020.453
- gap between HOMO and LUMO (Eh) = 0.08034
- spin multiplicity = 1
- energy above the lowest of the compared OMol25 structures with the same formula, charge and spin (kcal/mol) = 207.4
- largest force on an atom (Eh/bohr) = 0.1077

Each line ends with the Mulliken charge.
Cartesian coordinates (Å):
C: 4.78604 -26.67318 32.43562  -1.16
C: 3.46915 -26.04264 33.13219  -0.45
N: 2.80351 -26.91583 34.09743  0.17
C: 1.44764 -27.22606 34.17137  -0.31
C: 1.22372 -28.05057 35.17513  -0.44
N: 2.40385 -28.27649 35.82728  0.14
C: 3.38126 -27.60369 35.14513  -0.10
C: 2.53453 -29.13177 36.97299  -0.80
H: 5.14807 -26.01995 31.64169  0.40
H: 4.47041 -27.66244 32.10420  0.36
H: 5.67565 -26.76809 33.05826  0.34
H: 2.85918 -25.74391 32.27966  0.38
H: 3.74835 -25.15543 33.70053  0.29
H: 0.82745 -26.85498 33.36883  0.44
H: 0.36793 -28.66504 35.41271  0.42
H: 4.44652 -27.70999 35.28770  0.33
H: 2.11446 -28.65165 37.85681  0.34
H: 3.58035 -29.34757 37.19159  0.31
H: 2.01974 -30.07819 36.80750  0.34
C: 7.09807 -33.39500 30.95114  -1.10
C: 6.28717 -32.12876 30.66086  -0.45
N: 6.94048 -31.38179 29.59202  0.25
C: 8.22613 -30.83790 29.63326  -0.41
C: 8.48943 -30.08496 28.49740  -0.47
N: 7.34371 -30.28047 27.64852  0.11
C: 6.44104 -31.06037 28.33985  -0.09
C: 7.19855 -29.67812 26.30245  -0.81
H: 6.64846 -33.78954 31.86234  0.38
H: 8.13102 -33.28132 31.28007  0.35
H: 7.02896 -34.20612 30.22629  0.33
H: 6.12946 -31.48894 31.52911  0.30
H: 5.30811 -32.47159 30.32619  0.32
H: 8.83904 -30.97544 30.51180  0.41
H: 9.28533 -29.46348 28.11436  0.46
H: 5.45830 -31.27466 27.94655  0.40
H: 8.20202 -29.62207 25.88054  0.29
H: 6.96424 -28.62390 26.45018  0.41
H: 6.45571 -30.17733 25.68029  0.32
C: 13.78669 -26.99736 13.60061  -1.10
C: 13.35439 -27.78494 14.84771  -0.34
N: 13.10056 -26.89892 15.99578  0.13
C: 13.95711 -25.92063 16.52463  -0.29
C: 13.32563 -25.26218 17.55123  -0.57
N: 12.12741 -25.95055 17.86041  0.17
C: 12.06231 -26.90484 16.85831  -0.10
C: 11.17238 -25.70055 18.94330  -0.84
H: 13.24414 -27.34461 12.72131  0.33
H: 14.87250 -26.94169 13.52310  0.34
H: 13.34453 -26.00887 13.72503  0.37
H: 14.18418 -28.46231 15.04949  0.28
H: 12.52041 -28.43429 14.58140  0.38
H: 14.91372 -25.69709 16.07592  0.42
H: 13.79751 -24.57176 18.23463  0.43
H: 11.32479 -27.69381 16.85952  0.36
H: 10.99405 -24.64363 19.14138  0.39
H: 11.55205 -26.04846 19.90398  0.33
H: 10.21080 -26.19257 18.79706  0.30
C: 9.69518 -24.52533 35.54039  -1.08
C: 11.16112 -24.42863 35.25086  -0.50
N: 11.36099 -24.11620 33.80482  0.20
C: 11.23400 -22.86942 33.11832  -0.31
C: 11.84866 -23.07764 31.92361  -0.57
N: 12.28970 -24.41442 31.77070  0.19
C: 12.03273 -24.99908 32.96606  -0.20
C: 12.90035 -25.08222 30.60751  -0.89
H: 9.46004 -24.50666 36.60456  0.39
H: 9.28935 -25.47722 35.19786  0.28
H: 9.18523 -23.61279 35.23166  0.32
H: 11.72864 -25.26835 35.65198  0.40
H: 11.53690 -23.53370 35.74685  0.31
H: 10.77733 -22.03454 33.62903  0.49
H: 11.97777 -22.39669 31.09533  0.51
H: 12.16745 -26.03265 33.24887  0.39
H: 12.17406 -25.71753 30.10058  0.34
H: 13.75172 -25.70898 30.87294  0.36
H: 13.35950 -24.42647 29.86773  0.36
C: 17.61700 -22.88190 23.90935  -1.08
C: 17.36373 -23.56253 25.31769  -0.50
N: 16.59115 -24.74546 25.10334  0.23
C: 15.30259 -24.83881 24.64014  -0.53
C: 14.91119 -26.13839 24.63460  -0.50
N: 16.04685 -26.88493 24.99512  0.19
C: 17.04707 -26.04230 25.30103  -0.10
C: 15.99038 -28.30555 25.22812  -0.85
H: 18.06000 -21.90551 24.10561  0.37
H: 16.67702 -22.68145 23.39520  0.34
H: 18.30622 -23.37105 23.22102  0.33
H: 16.94293 -22.93757 26.10537  0.39
H: 18.35845 -23.76391 25.71528  0.29
H: 14.72294 -23.97927 24.33750  0.58
H: 13.96708 -26.62221 24.43218  0.50
H: 17.95268 -26.34842 25.80358  0.36
H: 14.99808 -28.72819 25.38566  0.31
H: 16.57662 -28.54609 26.11499  0.34
H: 16.58022 -28.77870 24.44306  0.34
C: 10.72597 -13.81120 30.51300  -1.04
C: 10.62924 -13.40698 29.04796  -0.59
N: 9.52005 -13.96278 28.27121  0.13
C: 8.49487 -13.17889 27.62852  -0.36
C: 7.71232 -14.18700 26.94755  -0.28
N: 8.29525 -15.41141 27.20932  0.11
C: 9.40305 -15.27917 27.95363  -0.29
C: 7.80032 -16.67840 26.74085  -0.86
H: 11.25351 -14.72397 30.78985  0.34
H: 9.77272 -13.85314 31.03994  0.31
H: 11.32738 -12.98690 30.89632  0.34
H: 11.51600 -13.67929 28.47559  0.40
H: 10.66448 -12.31798 29.01722  0.38
H: 8.42775 -12.10188 27.67267  0.43
H: 6.83859 -14.19907 26.31284  0.40
H: 10.10051 -16.07764 28.15950  0.55
H: 7.68395 -17.43148 27.52023  0.32
H: 8.65284 -17.01116 26.14874  0.42
H: 6.93658 -16.62149 26.07842  0.28
C: 5.16221 -16.16370 32.83876  -1.05
C: 4.81622 -17.52653 33.48763  -0.58
N: 5.07021 -18.49462 32.51102  0.22
C: 6.24736 -19.17543 32.32652  -0.40
C: 6.21184 -20.04652 31.22857  -0.50
N: 4.91469 -19.86499 30.77206  0.19
C: 4.21706 -19.05636 31.63781  -0.24
C: 4.41078 -20.52465 29.65128  -0.88
H: 4.76619 -16.00253 31.83612  0.36
H: 6.24787 -16.10641 32.76017  0.33
H: 4.92073 -15.37941 33.55617  0.37
H: 3.76462 -17.60743 33.76276  0.36
H: 5.40695 -17.74625 34.37694  0.34
H: 7.10952 -18.95392 32.93809  0.44
H: 6.86389 -20.78119 30.77969  0.58
H: 3.26718 -18.56586 31.48439  0.40
H: 4.24481 -19.83904 28.82032  0.34
H: 3.47529 -21.05805 29.81995  0.37
H: 5.06428 -21.28360 29.22112  0.34
C: 4.58388 -20.33821 18.77071  -1.07
C: 5.76138 -20.87324 19.51426  -0.49
N: 5.27551 -22.01599 20.28113  0.20
C: 4.87404 -21.99684 21.58383  -0.36
C: 4.49251 -23.30906 21.96733  -0.47
N: 4.54089 -24.09149 20.84689  0.15
C: 4.86012 -23.28243 19.80411  -0.19
C: 4.26217 -25.49685 20.84572  -0.80
H: 4.21200 -21.01980 18.00571  0.34
H: 4.78407 -19.41931 18.21967  0.38
H: 3.80457 -20.13314 19.50469  0.31
H: 6.44839 -20.25941 20.09678  0.43
H: 6.44613 -21.26100 18.76002  0.27
H: 5.04416 -21.10201 22.16413  0.42
H: 4.14620 -23.71196 22.90762  0.52
H: 4.96544 -23.66000 18.79775  0.36
H: 3.43627 -25.74835 21.51110  0.36
H: 5.09619 -26.18210 20.99720  0.29
H: 3.98531 -25.68224 19.80789  0.33
C: 12.75891 -19.58634 21.79381  -0.51
C: 12.78783 -19.44642 20.27734  0.52
O: 12.26536 -18.38197 19.75991  -0.75
O: 13.56164 -20.17409 19.60820  -0.73
H: 13.35325 -20.39367 22.22167  0.13
H: 11.73455 -19.77800 22.11324  0.18
H: 13.23839 -18.69914 22.20742  0.18
P: 2.03112 -27.32786 26.92316  1.19
F: 1.00709 -26.53341 27.78319  -0.33
F: 1.44437 -26.57619 25.52253  -0.40
F: 3.25452 -26.29290 27.24564  -0.35
F: 2.99229 -28.25024 25.97801  -0.36
F: 2.52563 -28.13664 28.34015  -0.42
F: 0.82552 -28.34276 26.70504  -0.34
P: 14.76535 -17.58241 27.50570  1.16
F: 13.70192 -17.03980 28.62426  -0.38
F: 16.08610 -17.55100 28.50190  -0.37
F: 14.44153 -19.12531 27.90947  -0.36
F: 15.74772 -18.06220 26.31297  -0.37
F: 13.60353 -17.60076 26.41894  -0.35
F: 15.03812 -16.06273 27.13378  -0.34
P: 9.44035 -23.60072 26.44626  1.20
F: 7.95543 -24.09449 26.01518  -0.35
F: 10.29535 -24.93773 25.95766  -0.39
F: 9.67044 -23.09264 24.89850  -0.37
F: 10.82837 -22.90703 26.87032  -0.34
F: 8.79893 -22.19050 26.90310  -0.37
F: 9.20676 -24.30559 27.92963  -0.38


2.
C22H28FN3O4S | ωB97M-V/def2-TZVPD

Output
- SMILES string = CCN(CC)S(=O)(=O)c1ccc(N2CCOCC2)c(NC(=O)Cc2ccccc2F)c1
- E_tot (eV) = -49481.477
- gap between HOMO and LUMO (Eh) = 0.32296
- spin multiplicity = 1
- largest force on an atom (Eh/bohr) = 0.0224

Each line ends with the Mulliken charge.
Cartesian coordinates (Å):
C: -5.77611 -0.32850 0.79875  -1.28
C: -4.28220 -0.04968 0.92165  -0.61
N: -3.90522 1.11266 0.14626  0.35
C: -3.38433 2.27690 0.82340  -0.31
C: -4.48215 3.03049 1.56809  -1.48
S: -3.37518 0.77193 -1.38294  1.42
O: -3.02866 2.00870 -2.02045  -0.75
O: -4.34865 -0.07201 -2.01422  -0.73
C: -1.88359 -0.19984 -1.15310  -0.40
C: -1.80740 -1.49440 -1.62300  -1.14
C: -0.65615 -2.23287 -1.41162  -0.34
C: 0.42607 -1.69701 -0.71247  1.61
N: 1.61628 -2.38772 -0.48459  0.01
C: 1.98168 -3.51371 -1.32326  -1.02
C: 1.51994 -4.85867 -0.74514  -0.39
O: 1.98494 -5.02318 0.57647  -0.41
C: 1.53950 -3.96897 1.39725  -0.72
C: 2.04538 -2.61177 0.88891  -0.50
C: 0.34178 -0.35148 -0.28424  -1.20
N: 1.46989 0.23292 0.30545  0.20
C: 1.48880 1.26844 1.18432  0.45
O: 0.50485 1.80674 1.63594  -0.65
C: 2.91190 1.68908 1.55814  -1.26
C: 3.57756 2.31086 0.36474  0.47
C: 3.41622 3.65929 0.06934  -0.44
C: 4.01330 4.22164 -1.04465  -0.72
C: 4.78844 3.44547 -1.89012  -0.32
C: 4.96234 2.09865 -1.62371  -0.77
C: 4.35181 1.55878 -0.50980  0.76
F: 4.51784 0.23024 -0.25949  -0.36
C: -0.81245 0.38142 -0.50405  -0.16
H: -6.04053 -1.22006 1.36239  0.43
H: -6.35092 0.51365 1.17357  0.29
H: -6.01885 -0.47868 -0.24908  0.28
H: -3.72095 -0.91626 0.55092  0.36
H: -4.00181 0.11342 1.96604  0.44
H: -2.57873 2.00221 1.51916  0.25
H: -2.97412 2.91345 0.03849  0.44
H: -4.89642 2.42217 2.36846  0.30
H: -4.07197 3.93954 2.00009  0.44
H: -5.28037 3.29418 0.88002  0.35
H: -2.65544 -1.90959 -2.14342  0.54
H: -0.61091 -3.24431 -1.78289  0.33
H: 3.07688 -3.52315 -1.37541  0.40
H: 1.58610 -3.36568 -2.32761  0.56
H: 0.42153 -4.92723 -0.75731  0.30
H: 1.93702 -5.68665 -1.32054  0.38
H: 0.43797 -3.95693 1.43095  0.33
H: 1.92879 -4.17429 2.39565  0.38
H: 3.14109 -2.60938 0.90908  0.30
H: 1.66417 -1.82767 1.54160  0.38
H: 2.34515 -0.19973 0.04152  0.24
H: 2.84143 2.41268 2.36999  0.43
H: 3.47165 0.81581 1.89798  0.36
H: 2.81136 4.26611 0.72574  0.43
H: 3.87386 5.27097 -1.25344  0.39
H: 5.25694 3.88435 -2.75702  0.38
H: 5.55817 1.46644 -2.26270  0.44
H: -0.86754 1.41021 -0.19414  0.55


3.
C55H62F17IN20O5 | ωB97M-V/def2-TZVPD

Output
- E_tot (eV) = -152370.899
- gap between HOMO and LUMO (Eh) = 0.29180
- spin multiplicity = 1
- largest force on an atom (Eh/bohr) = 0.0180

Each line ends with the Mulliken charge.
Cartesian coordinates (Å):
O: 6.45544 -0.39484 3.44847  -0.25
N: 6.17286 -0.59237 2.35366  0.10
O: 4.74985 -0.31504 2.17338  -0.35
C: 4.44863 -0.11926 0.84568  -0.34
C: 4.93663 1.01028 0.23833  0.55
C: 4.67051 1.27851 -1.09010  0.23
C: 3.91771 0.40796 -1.84944  -0.53
I: 3.50016 0.92437 -3.84168  0.24
C: 3.40278 -0.75602 -1.24356  2.47
C: 2.57298 -1.66407 -2.10432  -1.39
C: 1.08273 -1.24542 -2.09790  -1.20
O: 0.93961 0.11980 -1.73316  -0.14
C: 0.35863 0.34247 -0.48224  -0.37
C: -0.42806 1.65814 -0.50984  0.67
F: 0.14755 2.50024 -1.39243  -0.33
F: -0.33086 2.23017 0.71756  -0.28
C: -1.93573 1.51608 -0.92936  0.65
F: -2.23788 0.23603 -1.24589  -0.35
F: -2.14729 2.26146 -2.03783  -0.35
C: -2.97930 1.99718 0.10303  0.70
F: -2.76892 3.28947 0.40126  -0.33
F: -4.20082 1.93115 -0.51293  -0.28
C: -3.12470 1.11336 1.35819  0.09
F: -3.53032 1.88230 2.39327  -0.28
F: -1.96452 0.49667 1.68184  -0.22
C: 3.65455 -1.01008 0.11322  0.11
C: 3.06249 -2.24971 0.76096  0.69
F: 1.73284 -2.31018 0.46116  -0.25
F: 3.12603 -2.22874 2.11272  -0.25
C: 3.73564 -3.59782 0.33297  -0.17
F: 2.83323 -4.42427 -0.23507  -0.27
F: 4.74101 -3.38312 -0.54588  -0.19
C: 5.32700 2.57428 -1.43897  0.07
O: 5.56731 3.05029 -2.49914  -0.48
N: 5.74210 3.17791 -0.17678  0.06
C: 5.04164 4.32516 0.30352  0.85
F: 5.81437 4.97278 1.20137  -0.32
F: 3.89993 3.97728 0.95257  -0.29
C: 4.65849 5.36564 -0.78634  0.48
F: 5.69550 5.68096 -1.54698  -0.23
F: 4.24184 6.47526 -0.15776  -0.27
F: 3.65110 4.91490 -1.53472  -0.15
C: 5.76751 2.09742 0.80413  -0.05
O: 6.40740 2.14023 1.80608  -0.51
H: 2.63024 -2.70000 -1.78881  0.10
H: 2.94303 -1.65548 -3.11936  0.23
H: 0.51375 -1.90799 -1.44941  0.39
H: 0.68004 -1.37082 -3.10247  0.42
H: -0.28012 -0.48310 -0.17486  0.55
H: 1.10763 0.48664 0.30449  0.03
H: -3.87570 0.35499 1.16584  -0.01
H: 4.12625 -4.09148 1.22364  0.37
C: -6.93694 0.46851 2.73749  -0.29
C: -5.82666 -0.43898 2.52582  0.51
N: -4.94679 -1.15873 2.35802  -0.42
H: -6.67059 1.48357 2.44329  0.17
H: -7.79816 0.14773 2.15733  -0.07
H: -7.22946 0.49329 3.78544  0.27
C: 0.86672 -3.52787 -6.21224  -1.00
C: 1.74324 -3.68592 -5.06200  0.45
N: 2.43909 -3.81062 -4.15830  -0.34
H: 1.34249 -3.92467 -7.10709  0.33
H: -0.06952 -4.05955 -6.05197  0.31
H: 0.64498 -2.47470 -6.37770  0.28
C: 7.78947 -1.37138 -5.20090  -0.86
C: 6.41275 -1.58254 -4.79494  0.39
N: 5.33690 -1.77769 -4.44553  -0.30
H: 8.47165 -1.76863 -4.45058  0.38
H: 7.99492 -1.87511 -6.14369  0.08
H: 8.00630 -0.31160 -5.33452  0.32
C: -8.71525 3.68348 1.10948  -0.64
C: -9.45382 2.55890 1.65884  0.49
N: -10.04372 1.67256 2.08778  -0.49
H: -7.76470 3.35679 0.68982  0.10
H: -9.28691 4.17050 0.32000  0.36
H: -8.50889 4.41028 1.88643  0.21
C: -5.54364 -4.44102 2.11210  -0.10
C: -5.57721 -5.30655 0.94460  0.20
N: -5.60428 -5.98530 0.01893  -0.42
H: -6.43104 -4.58723 2.72610  0.28
H: -4.67003 -4.62231 2.73104  0.07
H: -5.50928 -3.39534 1.81792  -0.05
C: -7.89710 5.57600 5.81508  -0.87
C: -7.72202 4.57238 4.77886  0.39
N: -7.61043 3.74854 3.98773  -0.34
H: -7.75404 6.58135 5.42306  0.32
H: -8.89677 5.51770 6.24270  0.25
H: -7.18295 5.42493 6.62311  0.29
C: 5.71105 -5.14840 -3.19580  -0.27
C: 7.07938 -4.67044 -3.32161  0.37
N: 8.14482 -4.26147 -3.44634  -0.48
H: 5.04853 -4.32623 -2.93024  -0.25
H: 5.36933 -5.56556 -4.14118  0.31
H: 5.64345 -5.91879 -2.42952  0.34
C: 4.75700 1.39508 5.54091  -0.29
C: 4.28840 1.01603 6.86252  0.27
N: 3.91951 0.69900 7.90235  -0.50
H: 4.13656 2.18857 5.12564  0.24
H: 5.78584 1.74812 5.58445  0.41
H: 4.71709 0.54918 4.86066  -0.08
C: 10.65746 -3.15943 -8.59062  -0.81
C: 9.29832 -2.64676 -8.67376  0.39
N: 8.22434 -2.24821 -8.74004  -0.39
H: 10.74950 -4.08232 -9.16004  0.27
H: 11.36226 -2.43316 -8.99108  0.27
H: 10.92179 -3.36523 -7.55472  0.29
C: -10.67314 -1.28974 -0.54138  -0.81
C: -9.63618 -1.53786 0.44640  0.35
N: -8.82870 -1.73441 1.23673  -0.38
H: -10.34725 -1.61873 -1.52653  0.29
H: -11.58150 -1.82864 -0.27899  0.28
H: -10.90276 -0.22635 -0.58357  0.25
C: -3.10301 -2.15306 5.23959  -0.23
C: -3.52565 -3.52748 5.02183  0.36
N: -3.89578 -4.60174 4.85322  -0.51
H: -2.07718 -2.10384 5.59202  0.13
H: -3.17492 -1.59393 4.30698  -0.08
H: -3.73272 -1.66572 5.98062  0.31
C: 5.39642 1.31925 -8.01933  -0.88
C: 4.16872 1.49271 -7.26363  0.62
N: 3.20179 1.63005 -6.65946  -0.60
H: 5.69167 0.26989 -8.04048  0.27
H: 5.26356 1.65880 -9.04341  0.34
H: 6.20204 1.90133 -7.57994  0.28
C: -10.06931 2.29265 6.98277  -0.57
C: -9.43741 2.50898 8.27442  0.34
N: -8.92827 2.67996 9.28818  -0.38
H: -10.66060 1.37902 6.97724  0.32
H: -10.73550 3.11803 6.73485  0.25
H: -9.32317 2.21664 6.19212  0.03
C: -5.09594 1.31861 -3.51478  -0.38
C: -5.53747 1.19542 -4.89585  0.08
N: -5.88900 1.09844 -5.98359  -0.36
H: -4.07669 1.69408 -3.46392  0.11
H: -5.73838 2.00693 -2.96844  0.27
H: -5.12774 0.35206 -3.01401  0.29
C: 1.13106 -0.27402 6.82936  -0.62
C: -0.30476 -0.04710 6.77123  0.36
N: -1.43985 0.12228 6.72648  -0.50
H: 1.62127 0.51282 7.38954  0.30
H: 1.34726 -1.22208 7.31858  0.37
H: 1.55119 -0.29602 5.82380  0.08
C: 4.62348 5.77756 -9.00432  -0.81
C: 5.72353 4.82855 -8.92713  0.41
N: 6.58733 4.07568 -8.86619  -0.43
H: 4.97206 6.73090 -9.39695  0.31
H: 3.84028 5.39829 -9.65810  0.27
H: 4.19795 5.94296 -8.01615  0.26
C: -1.98891 -7.36155 5.37707  -0.65
C: -0.85944 -8.26659 5.22386  0.28
N: 0.03472 -8.97549 5.10264  -0.36
H: -1.74961 -6.37196 4.99485  0.17
H: -2.85718 -7.72782 4.83314  0.28
H: -2.26399 -7.26173 6.42544  0.28
C: -0.52031 2.95104 4.23037  -0.68
C: 0.57274 2.03869 3.93612  0.35
N: 1.42794 1.30748 3.70734  -0.28
H: -0.18375 3.98343 4.15221  0.35
H: -1.33829 2.79783 3.52802  -0.02
H: -0.89369 2.77930 5.23866  0.35


- The highest gap between HOMO and LUMO belongs to which entry?
  C22H28FN3O4S


- Among the records above, which one has the lowest gap between HOMO and LUMO?
  C50H91F18N16O2P3